No. 1
Below is C4H14InO5 as an isolated structure, with properties calculated with ωB97M-V/def2-TZVPD.

Calculated values
ΔE to the lowest compared entry with this formula, charge and spin in eV: 3.525
Gap between HOMO and LUMO in eV: 7.0
Strongest force on any atom in Eh/bohr: 0.1402
Total charge: +3
LUMO level in eV: -15.082
HOMO energy in eV: -22.102

```
24
C4H14InO5 | the OMol25 dataset | ωB97M-V/def2-TZVPD
O -22.800 -8.799 22.834
H -20.410 -7.715 26.042
H -20.629 -9.951 22.237
H -20.985 -8.355 20.677
H -17.026 -10.764 25.322
C -20.690 -8.124 21.701
O -20.033 -9.216 22.397
O -19.606 -7.945 25.571
H -19.077 -8.109 27.539
H -21.785 -7.022 23.114
H -22.708 -8.906 23.784
H -17.439 -9.933 27.347
C -18.690 -8.405 26.564
O -20.187 -7.505 23.803
H -22.635 -7.129 21.564
H -20.035 -6.661 23.380
In -19.105 -9.164 23.949
C -22.021 -7.680 22.278
H -17.882 -7.710 26.337
H -20.859 -7.326 24.461
H -19.118 -10.422 26.930
C -18.252 -9.833 26.628
O -17.716 -10.099 25.279
H -19.948 -7.360 21.472
```

No. 2
Below is a 2-piece molecular cluster, C4H14N overall, with properties calculated with ωB97M-V/def2-TZVPD.

Calculated values
ΔE to the lowest compared entry with this formula, charge and spin in eV: 1.737
Gap between HOMO and LUMO in eV: 11.0
Strongest force on any atom in Eh/bohr: 0.0712
Total charge: +1
LUMO level in eV: -3.705
HOMO energy in eV: -14.693

```
19
C4H14N | the OMol25 dataset | ωB97M-V/def2-TZVPD
H 0.341 -2.524 1.438
H -1.248 3.088 -0.299
H -1.062 0.691 -1.769
H 1.030 -1.336 2.547
C 0.557 -1.424 1.567
H 2.324 -1.603 -1.316
H 1.081 -0.217 -1.267
H 0.600 -1.874 -0.798
H -1.965 0.164 -0.445
C -2.027 2.368 -0.564
C -1.307 1.050 -0.732
H 2.570 -1.544 0.936
H 1.924 -0.017 0.729
H -0.241 0.848 -0.193
C 1.434 -1.196 -0.848
H -0.337 -0.729 1.592
N 1.676 -1.028 0.601
H -2.785 2.382 0.254
H -2.565 2.900 -1.431
```

No. 3
Below is a 2-piece molecular cluster, C4H14N overall, with properties calculated with ωB97M-V/def2-TZVPD.

Calculated values
ΔE to the lowest compared entry with this formula, charge and spin in eV: 3.437
Gap between HOMO and LUMO in eV: 10.1
Strongest force on any atom in Eh/bohr: 0.1370
Total charge: +1
LUMO level in eV: -4.270
HOMO energy in eV: -14.323

```
19
C4H14N | the OMol25 dataset | ωB97M-V/def2-TZVPD
H 3.240 -0.517 -0.364
H -0.303 -0.814 -0.889
C 2.307 -0.121 -0.140
N -2.478 -0.412 -1.391
C -1.147 -0.133 -0.825
H 2.268 0.997 -0.480
H -0.860 0.804 -1.530
C -1.187 0.341 0.607
H -2.164 0.228 1.147
H -0.315 0.053 1.467
H 1.556 -0.770 -0.227
H -1.163 1.449 0.555
H -3.100 0.460 -1.448
C 2.235 0.151 1.428
H 2.760 -0.710 1.986
H 1.198 -0.083 1.578
H 2.706 1.083 1.744
H -2.501 -0.909 -2.466
H -3.051 -1.099 -0.751
```

No. 4
Below is a 2-piece molecular cluster, C4H14N overall, with properties calculated with ωB97M-V/def2-TZVPD.

Calculated values
ΔE to the lowest compared entry with this formula, charge and spin in eV: 0.453
Gap between HOMO and LUMO in eV: 10.8
Strongest force on any atom in Eh/bohr: 0.0079
Total charge: +1
LUMO level in eV: -3.897
HOMO energy in eV: -14.717

```
19
C4H14N | the OMol25 dataset | ωB97M-V/def2-TZVPD
H 0.375 -2.648 0.807
H -0.964 0.246 0.674
C 1.263 -2.838 1.410
C -1.641 1.283 -1.040
C -1.272 2.559 -1.769
H -0.065 1.586 0.279
H -1.623 3.479 -1.287
C 2.578 -2.261 0.885
H -1.508 1.752 1.053
H 2.940 -2.664 -0.060
H -1.263 0.429 -1.590
H 1.351 -3.914 1.491
H 1.113 -2.466 2.429
H -1.763 2.477 -2.741
H 3.335 -2.509 1.640
H -2.707 1.160 -0.917
N -1.015 1.210 0.342
H 2.542 -1.175 0.785
H -0.193 2.624 -1.918
```

No. 5
Below is a 2-piece molecular cluster, C4H14N overall, with properties calculated with ωB97M-V/def2-TZVPD.

Calculated values
ΔE to the lowest compared entry with this formula, charge and spin in eV: 1.395
Gap between HOMO and LUMO in eV: 11.2
Strongest force on any atom in Eh/bohr: 0.0963
Total charge: +1
LUMO level in eV: -3.640
HOMO energy in eV: -14.825

```
19
C4H14N | the OMol25 dataset | ωB97M-V/def2-TZVPD
H 1.485 1.007 0.149
H 1.312 -0.180 -1.167
H -2.549 -1.158 0.252
H -1.988 1.751 1.075
C -1.357 -0.158 -1.153
C -1.810 0.628 1.255
C 3.218 -0.309 -0.010
H -0.569 0.580 -0.866
H 1.058 -0.826 0.434
H -1.843 0.164 -2.084
H 3.635 -0.914 -0.843
N -2.332 -0.130 0.002
H -0.830 -1.080 -1.291
H 3.796 0.610 0.152
H -2.444 0.311 2.107
H 3.470 -0.885 0.953
C 1.672 -0.110 -0.150
H -0.750 0.456 1.446
H -3.176 0.243 -0.261
```

No. 6
Below is a 2-piece molecular cluster, C4H14N overall, with properties calculated with ωB97M-V/def2-TZVPD.

Calculated values
ΔE to the lowest compared entry with this formula, charge and spin in eV: 1.973
Gap between HOMO and LUMO in eV: 10.3
Strongest force on any atom in Eh/bohr: 0.0934
Total charge: +1
LUMO level in eV: -4.020
HOMO energy in eV: -14.283

```
19
C4H14N | the OMol25 dataset | ωB97M-V/def2-TZVPD
C 0.596 -0.189 1.481
H -0.307 -1.673 -3.348
H 0.567 -1.280 1.479
H 1.297 0.001 2.339
N 0.845 -0.447 -1.961
C -0.056 -1.576 -2.184
H -1.608 -0.183 1.378
H 1.067 0.095 0.486
C -0.776 1.884 1.356
H 0.119 2.257 0.899
H -1.298 2.411 2.082
H -1.313 1.814 0.436
H 0.330 -2.509 -1.886
H 1.774 -0.677 -1.725
H 0.895 0.245 -2.819
H 0.422 0.190 -1.300
H -0.944 0.428 2.807
H -0.934 -1.414 -1.684
C -0.761 0.452 1.777
```

No. 7
Below is a 2-piece molecular cluster, C4H14N overall, with properties calculated with ωB97M-V/def2-TZVPD.

Calculated values
ΔE to the lowest compared entry with this formula, charge and spin in eV: 4.875
Gap between HOMO and LUMO (alpha / beta) in eV: 12.0 / 3.7
Strongest force on any atom in Eh/bohr: 0.2307
Multiplicity: 2
Total charge: +2
LUMO level (alpha / beta) in eV: -7.470 / -15.816
HOMO energy (alpha / beta) in eV: -19.496 / -19.495

```
19
C4H14N | the OMol25 dataset | ωB97M-V/def2-TZVPD
H 2.269 -2.088 0.782
H 0.816 -1.256 1.140
H -2.391 0.934 -1.945
H -1.839 1.167 0.651
N 1.228 0.642 -0.439
H 1.283 0.708 -1.293
H 1.033 1.500 -0.058
C -2.139 0.102 -1.351
H 0.398 0.131 -0.243
C -2.560 0.504 0.169
H -2.785 -0.475 0.798
H -2.764 -0.810 -1.634
C 2.366 -0.019 0.407
H 2.695 1.017 1.091
H 2.103 -1.210 2.320
H 3.306 -0.352 -0.312
C 1.822 -1.171 1.160
H -1.285 -0.206 -1.473
H -3.557 0.882 0.228
```

No. 8
Below is a 2-piece molecular cluster, C4H14N overall, with properties calculated with ωB97M-V/def2-TZVPD.

Calculated values
ΔE to the lowest compared entry with this formula, charge and spin in eV: 1.497
Gap between HOMO and LUMO (alpha / beta) in eV: 14.3 / 7.1
Strongest force on any atom in Eh/bohr: 0.0471
Multiplicity: 2
Total charge: +2
LUMO level (alpha / beta) in eV: -7.514 / -14.759
HOMO energy (alpha / beta) in eV: -21.837 / -21.838

```
19
C4H14N | the OMol25 dataset | ωB97M-V/def2-TZVPD
H 0.508 -2.113 -0.268
H -1.387 2.983 -0.858
H -1.855 0.368 -1.244
H -1.048 0.990 -2.576
H 1.470 -1.844 2.479
C -0.893 2.407 -0.086
H -1.664 1.795 0.381
H 0.412 0.908 -0.003
H 1.417 -0.696 0.513
H -0.282 -1.508 1.988
N -0.006 1.378 -0.799
H 0.749 1.857 -1.294
C -0.855 0.495 -1.622
C 1.310 -1.768 0.489
H -0.432 2.961 0.726
H 2.107 -2.465 0.219
H -0.420 -0.472 -1.861
H 0.284 -3.145 2.043
C 0.587 -2.130 1.771
```

No. 9
Below is a 2-piece molecular cluster, C4H14N2 overall, with properties calculated with ωB97M-V/def2-TZVPD.

Calculated values
ΔE to the lowest compared entry with this formula, charge and spin in eV: 0.623
SMILES: CCN.CCN
Gap between HOMO and LUMO in eV: 10.1
Strongest force on any atom in Eh/bohr: 0.0478
LUMO level in eV: 1.013
HOMO energy in eV: -9.100

```
20
C4H14N2 | the OMol25 dataset | ωB97M-V/def2-TZVPD
C 0.000 0.000 0.000
H -0.941 -1.148 -6.076
H 1.845 -2.161 -5.254
N 0.695 0.666 -2.206
H 0.771 -1.056 -4.341
H 0.775 0.285 -3.155
H 0.896 0.113 0.633
C -0.188 -1.958 -6.042
H -0.622 -2.797 -5.464
H 1.220 -1.263 -1.313
H -0.442 -0.904 -1.865
C 0.440 -0.479 -1.349
H -0.735 -0.623 0.538
H 1.515 -0.515 -5.879
H -0.860 -2.323 -7.901
H -0.440 0.997 -0.168
N 0.040 -2.271 -7.411
H 1.639 0.967 -1.940
H 0.583 -1.543 -7.890
C 1.075 -1.378 -5.352
```

No. 10
Below is a 2-piece molecular cluster, C4H14N2 overall, with properties calculated with ωB97M-V/def2-TZVPD.

Calculated values
ΔE to the lowest compared entry with this formula, charge and spin in eV: 0.520
SMILES: CCC.NCN
Gap between HOMO and LUMO in eV: 10.1
Strongest force on any atom in Eh/bohr: 0.0496
LUMO level in eV: 0.926
HOMO energy in eV: -9.182

```
20
C4H14N2 | the OMol25 dataset | ωB97M-V/def2-TZVPD
C 1.946 -1.293 -0.941
H 0.259 0.318 1.824
N -2.952 0.245 1.275
H -3.486 -0.597 1.169
H 0.865 1.318 -0.457
H 2.623 -2.098 -1.202
H -3.330 1.015 0.742
H 2.328 -0.178 -2.796
C 1.105 1.107 -1.495
N -0.643 -0.053 2.080
H -0.341 -1.020 2.155
H 3.083 0.388 -1.335
H -1.515 -0.880 0.335
H 1.509 2.013 -1.937
C 2.134 -0.003 -1.742
C -1.562 0.051 0.930
H 0.900 -1.607 -1.074
H 2.032 -1.131 0.135
H 0.199 0.778 -2.011
H -1.179 0.850 0.296
```

No. 11
Below is a 2-piece molecular cluster, C4H14N2O overall, with properties calculated with ωB97M-V/def2-TZVPD.

Calculated values
ΔE to the lowest compared entry with this formula, charge and spin in eV: 0.978
Gap between HOMO and LUMO (alpha / beta) in eV: 2.8 / 8.9
Strongest force on any atom in Eh/bohr: 0.0503
Multiplicity: 2
Total charge: -1
LUMO level (alpha / beta) in eV: 4.053 / 3.903
HOMO energy (alpha / beta) in eV: 1.224 / -4.960

```
21
C4H14N2O | the OMol25 dataset | ωB97M-V/def2-TZVPD
C 0.216 1.580 -0.352
H 0.591 -0.192 0.657
H -1.947 -1.622 -1.050
H -0.594 1.148 -2.294
C 0.394 1.390 -1.873
O 0.962 -3.161 1.394
H 0.886 -2.197 1.456
H -1.917 0.436 -0.663
H 2.283 1.410 0.260
C -1.492 -0.090 0.190
N -1.584 -1.599 -0.097
H 0.698 2.361 -2.272
N -0.187 0.413 0.425
H 1.887 3.045 -0.292
H -2.219 -0.105 1.015
H -0.647 2.256 -0.223
H 0.168 -3.641 1.608
H 1.119 0.631 -2.131
H -0.682 -2.059 -0.162
H 1.342 2.353 1.287
C 1.484 2.167 0.217
```

No. 12
Below is a 2-piece molecular cluster, C4H14N2O overall, with properties calculated with ωB97M-V/def2-TZVPD.

Calculated values
ΔE to the lowest compared entry with this formula, charge and spin in eV: 0.398
Gap between HOMO and LUMO (alpha / beta) in eV: 2.7 / 9.2
Strongest force on any atom in Eh/bohr: 0.0364
Multiplicity: 2
Total charge: -1
LUMO level (alpha / beta) in eV: 3.618 / 3.551
HOMO energy (alpha / beta) in eV: 0.938 / -5.651

```
21
C4H14N2O | the OMol25 dataset | ωB97M-V/def2-TZVPD
H -2.508 -1.578 0.785
H 0.717 2.818 1.577
H -1.115 0.338 1.903
C 1.107 1.089 0.609
N 1.186 1.946 1.813
H 1.468 0.081 0.889
H 0.620 1.481 2.500
H -0.247 0.399 -0.911
N -1.272 -1.839 -0.737
H 1.316 -0.481 -3.285
H -0.608 1.974 -0.220
H -1.919 -1.485 -1.435
H -2.321 0.692 0.659
H -0.346 -1.916 -1.136
H 2.544 -0.559 -2.286
C -1.460 -1.325 0.610
H -0.742 -1.774 1.289
C -0.295 0.953 0.040
C -1.348 0.224 0.832
O 1.706 -0.996 -2.548
H 1.921 1.307 -0.086
```